[1]
Density functional theory data (the ωB97M-V functional and the def2-TZVPD basis) for C32H28Br2F6N9O8PS2V as an isolated structure.

Summary:
⟨S²⟩: 0.76
Energy relative to the best compared isomer or geometry (same formula, charge and spin) (kcal per mole): 23.2
Net charge: +2
F_max (eV/A): 0.75
2S+1: 2

Atoms and positions in Å:
V (1.68577, 0.87641, -0.51683)
N (-0.23039, 0.55316, -0.75191)
N (-0.74059, 1.44079, -1.72474)
C (-0.13578, 2.62418, -1.85613)
N (-0.63461, 3.57900, -2.60757)
N (1.01840, 2.65645, -1.14211)
N (1.79903, 3.80993, -1.05818)
O (2.81423, 3.63838, -0.43209)
O (1.38375, 4.84229, -1.51294)
H (-0.47853, -0.58920, -1.00902)
H (-0.68773, 0.90476, 0.17619)
H (-1.58192, 1.17127, -2.21941)
H (-1.51512, 3.45706, -3.08179)
H (-0.12193, 4.44618, -2.71083)
F (4.05505, 1.26309, 0.26850)
C (4.26320, 1.27303, 1.62081)
F (5.10700, 0.30864, 1.91308)
F (4.72745, 2.44117, 1.96615)
S (2.60865, 0.95760, 2.45935)
O (1.67992, 1.40419, 1.35012)
O (2.54302, 1.71388, 3.64537)
N (2.47034, -0.57137, 2.70522)
S (2.22228, -1.59944, 1.52775)
O (2.32816, -0.87728, 0.22545)
O (1.08590, -2.42023, 1.72392)
C (3.74127, -2.70789, 1.51189)
F (4.57799, -2.26851, 0.58206)
F (4.31039, -2.66754, 2.69476)
F (3.33818, -3.92505, 1.22375)
N (-2.08842, -2.71922, 0.20328)
P (-2.11939, -1.28115, 1.16207)
C (-2.86233, -1.92754, 2.67963)
C (-2.04484, -2.02836, 3.80413)
C (-2.54823, -2.54684, 4.98869)
C (-3.86834, -2.96638, 5.05089)
C (-4.68941, -2.87257, 3.93286)
C (-4.19079, -2.35321, 2.74994)
C (-3.48376, -0.34013, 0.38259)
C (-4.25096, 0.54522, 1.13939)
C (-5.18282, 1.37101, 0.52815)
C (-5.35010, 1.33825, -0.85044)
C (-4.59175, 0.46133, -1.61432)
C (-3.66410, -0.37367, -1.00110)
C (-1.23870, -2.95896, -0.83341)
C (-1.10672, -4.25761, -1.35999)
C (-0.25599, -4.47555, -2.40989)
C (0.47901, -3.40754, -2.94289)
C (0.30426, -2.17735, -2.37762)
N (-0.53692, -1.93666, -1.34632)
H (-2.66978, -3.49749, 0.48169)
H (-1.00877, -1.71450, 3.74198)
H (-1.91171, -2.62681, 5.85979)
H (-4.26271, -3.36846, 5.97469)
H (-5.71873, -3.20107, 3.98702)
H (-4.83728, -2.26532, 1.88419)
H (-4.13194, 0.57964, 2.21731)
H (-5.78831, 2.03455, 1.13219)
H (-6.08849, 1.97156, -1.32419)
H (-4.75311, 0.39717, -2.68375)
H (-3.11410, -1.09023, -1.60237)
H (-1.67443, -5.06724, -0.92199)
H (-0.15074, -5.47100, -2.82034)
H (1.15524, -3.54316, -3.77340)
H (0.83852, -1.31100, -2.75058)
Br (-3.37712, 4.49769, 4.74037)
C (-2.59165, 3.49496, 3.37104)
C (-1.81215, 2.38669, 3.67229)
C (-1.25920, 1.67834, 2.62404)
N (-1.44073, 1.99674, 1.33791)
C (-2.20230, 3.06047, 1.07049)
C (-2.79012, 3.84512, 2.04408)
H (-1.63915, 2.08324, 4.69477)
H (-0.66042, 0.79765, 2.82191)
H (-2.36945, 3.29082, 0.02391)
H (-3.39687, 4.69769, 1.77534)
Br (6.80336, 1.52775, -6.64748)
C (5.99684, 0.78246, -5.12424)
C (6.69857, -0.13420, -4.34817)
C (6.11061, -0.68547, -3.21742)
C (4.82723, -0.32208, -2.85242)
C (4.13268, 0.59900, -3.63813)
C (4.71105, 1.15381, -4.78100)
C (2.78484, 1.03671, -3.29707)
O (2.04232, 1.76336, -3.87231)
O (2.31196, 0.49870, -2.05026)
H (7.70408, -0.41455, -4.63060)
H (6.66232, -1.40107, -2.62356)
H (4.36729, -0.75529, -1.97456)
H (4.15921, 1.86678, -5.37758)

Here are the Mulliken charges for atoms 1 to 8, given in e: 1.01 1.78 -0.20 0.08 -0.19 0.67 0.73 -0.56

***

[2]
Density functional theory data (the ωB97M-V functional and the def2-TZVPD basis) for C32H28BrN8Ni as an isolated structure.

Summary:
⟨S²⟩: 2.03
Calculated total energy (a.u.): -5756.39632
Net charge: +1
F_max (eV/A): 0.22
2S+1: 3

Atoms and positions in Å:
Ni (0.58759, -0.26380, -0.09134)
C (-0.08258, 2.96969, -3.14015)
C (0.55257, 2.01490, -2.35988)
N (-0.12563, 1.27047, -1.48937)
C (-1.44869, 1.47212, -1.40749)
C (-2.06714, 2.42624, -2.21342)
N (-1.39036, 3.17598, -3.06861)
C (-2.17831, 0.63364, -0.43186)
C (-3.53262, 0.74635, -0.15780)
C (-4.10228, -0.10500, 0.78506)
C (-3.29178, -1.04299, 1.41664)
C (-1.94683, -1.10198, 1.08247)
N (-1.41421, -0.27238, 0.18200)
C (-0.98102, -2.05261, 1.67323)
C (-1.35202, -3.13390, 2.46523)
N (-0.46413, -3.97810, 2.97096)
C (0.80847, -3.75014, 2.68481)
C (1.20035, -2.68127, 1.88819)
N (0.31145, -1.83304, 1.38389)
C (-5.54114, -0.01236, 1.10913)
C (-6.14832, 1.22066, 1.31979)
C (-7.50213, 1.24892, 1.62288)
N (-8.25747, 0.16079, 1.71399)
C (-7.67234, -1.01312, 1.50712)
C (-6.32499, -1.15688, 1.20801)
H (0.48578, 3.57512, -3.83528)
H (1.61996, 1.84673, -2.43354)
H (-3.13592, 2.59164, -2.17457)
H (-4.15867, 1.46725, -0.66295)
H (-3.71438, -1.69132, 2.17040)
H (-2.39052, -3.33795, 2.69203)
H (1.54612, -4.43422, 3.08519)
H (2.24288, -2.50738, 1.65273)
H (-5.58114, 2.14129, 1.27346)
H (-7.99891, 2.19534, 1.80357)
H (-8.30878, -1.88760, 1.57994)
H (-5.90621, -2.13968, 1.03444)
C (1.50226, 2.42262, 0.91846)
N (1.98179, 1.03761, 1.04820)
C (1.83678, 0.66694, 2.46609)
C (3.42410, 0.97096, 0.72914)
C (3.74445, 1.28465, -0.70931)
C (4.14466, 2.56607, -1.07907)
C (4.42569, 2.87836, -2.40137)
C (4.32588, 1.90078, -3.38023)
C (3.94900, 0.61284, -3.03095)
C (3.66285, 0.31043, -1.70747)
H (2.03051, 3.08034, 1.62114)
H (0.43602, 2.45661, 1.13931)
H (1.66182, 2.79260, -0.08969)
H (2.40302, 1.35605, 3.10496)
H (2.20581, -0.34193, 2.63194)
H (0.78634, 0.70884, 2.75119)
H (3.76267, -0.03171, 0.99213)
H (3.97284, 1.67206, 1.37433)
H (4.23841, 3.32862, -0.31513)
H (4.73425, 3.88098, -2.66460)
H (4.55643, 2.13402, -4.41094)
H (3.88032, -0.16864, -3.77717)
Br (1.83292, -5.36687, -0.53312)
C (2.36413, -3.59554, -0.87783)
C (1.51253, -2.69539, -1.46757)
C (1.89201, -1.36021, -1.64586)
N (3.23811, -1.01294, -1.38527)
C (4.07781, -1.91502, -0.79101)
C (3.68676, -3.18124, -0.51700)
H (0.52188, -2.98761, -1.78858)
H (1.40597, -0.73728, -2.38722)
H (5.07847, -1.55816, -0.58682)
H (4.38686, -3.87029, -0.06959)

Here are the Mulliken charges for atoms 1 to 8, given in e: 1.20 -0.54 -0.11 0.46 0.32 -0.37 -0.61 0.39

***

[3]
Density functional theory data (the ωB97M-V functional and the def2-TZVPD basis) for C32H28CeFN12O3S3Si as an isolated structure.

Summary:
⟨S²⟩: 0.75
Energy relative to the best compared isomer or geometry (same formula, charge and spin) (kcal per mole): 57.1
Net charge: -2
F_max (eV/A): 3.85
2S+1: 2

Atoms and positions in Å:
Ce (0.57207, 0.19639, 0.09243)
C (1.07764, 2.17487, -4.31248)
C (0.76386, 1.21667, -3.18874)
N (0.72135, 1.67780, -1.91953)
N (1.13235, 2.94855, -1.76886)
C (1.80571, 3.31128, -0.68001)
N (2.12038, 4.61318, -0.70053)
S (2.18738, 2.37907, 0.68338)
C (0.73004, -0.19879, -3.46016)
C (0.70971, -0.73413, -4.74316)
C (0.91312, -2.09298, -4.94701)
C (1.19812, -2.88795, -3.83314)
C (1.14969, -2.31506, -2.57444)
N (0.88974, -1.02897, -2.40133)
H (0.59405, 1.97145, -5.27375)
H (2.18009, 2.24435, -4.48034)
H (0.79108, 3.19568, -3.94840)
H (1.94230, 5.07220, -1.59650)
H (2.79186, 5.02541, -0.06726)
H (0.54135, -0.07657, -5.58389)
H (0.82297, -2.48245, -5.94753)
H (1.46574, -3.91361, -3.93627)
H (1.38035, -2.90673, -1.71763)
C (-2.99669, 3.14179, 3.03843)
Si (-1.27911, 2.84543, 2.39201)
C (-1.40528, 3.68317, 0.67730)
C (0.05123, 3.69152, 3.44211)
N (-0.73550, 1.13634, 2.23072)
C (-0.65699, 0.34630, 3.34697)
C (-1.19565, 0.65324, 4.62001)
C (-0.94234, -0.16173, 5.69119)
C (-0.16633, -1.32527, 5.57322)
C (0.18442, -1.76503, 4.28742)
C (-0.01962, -0.90051, 3.23544)
F (0.30315, -1.45267, 1.92498)
H (-3.78139, 2.81860, 2.31410)
H (-3.13281, 4.23842, 3.22831)
H (-3.13061, 2.60155, 3.97167)
H (-0.43970, 4.20885, 0.46544)
H (-2.17896, 4.48659, 0.75002)
H (-1.69923, 2.99850, -0.13975)
H (-0.13130, 4.78311, 3.32603)
H (1.07721, 3.37393, 3.01116)
H (0.01299, 3.47112, 4.53321)
H (-1.80721, 1.56802, 4.70634)
H (-1.31039, 0.10498, 6.67226)
H (0.05324, -1.90797, 6.42381)
H (0.70331, -2.70989, 4.17480)
O (2.52630, -5.91194, 0.64430)
S (2.91780, -4.95301, -0.36311)
O (2.44136, -5.19491, -1.70958)
N (2.33538, -3.44473, 0.05529)
C (3.26004, -2.58256, 0.27169)
S (3.08620, -0.89476, 0.64372)
C (4.64201, -3.10819, 0.21368)
C (5.85539, -2.41898, 0.26176)
C (6.99667, -3.14049, 0.01935)
C (6.92396, -4.48167, -0.39837)
C (5.71019, -5.15871, -0.50639)
C (4.58014, -4.44114, -0.17612)
H (5.81537, -1.36680, 0.56490)
H (7.96625, -2.71910, 0.19662)
H (7.80853, -4.98416, -0.71412)
H (5.61071, -6.20944, -0.79456)
N (-3.32326, -1.13791, 0.68451)
C (-2.87870, -0.06727, -0.07229)
O (-1.76361, 0.07783, -0.63575)
C (-5.26500, -0.53782, -1.91784)
C (-6.01600, -1.36762, -1.11762)
N (-6.49671, -2.09994, -0.35084)
C (-4.86681, -0.83619, -3.19185)
N (-4.44329, -1.20629, -4.22602)
H (-2.74211, -1.96106, 0.84127)
H (-4.30507, -1.32040, 0.59531)
N (-3.90300, 0.79035, -0.34456)
C (-4.92816, 0.69375, -1.15322)
C (-5.82973, 1.80142, -1.15215)
C (-5.23930, 2.89688, -0.53008)
N (-4.75686, 3.83345, -0.01905)
C (-7.23492, 1.91637, -1.46568)
N (-8.34118, 2.21699, -1.74524)

Here are the Mulliken charges for atoms 1 to 8, given in e: 0.84 -1.63 0.27 1.09 -0.89 0.44 -0.38 -0.40